Computed, not measured: 2 unconnected molecules or ions with the total composition C4H11N3O4S in a non-equilibrium geometry, with ωB97M-V/def2-TZVPD.

```
23
Properties=species:S:1:pos:R:3:forces:R:3:nbo_charge:R:1
C -1.194 -0.441 -0.777 -0.2098 3.3565 -1.8438 0.80
C 0.538 -2.171 -0.940 0.7027 0.6767 -0.2488 -0.41
C 1.912 1.292 2.336 -2.1772 -2.6326 1.2573 -0.53
C -0.838 1.575 -2.157 0.6859 2.1117 2.6686 -0.43
N -0.659 -1.556 -0.469 -0.9790 -2.1952 2.5683 -0.60
N 2.200 0.523 1.213 0.2378 -0.4116 -3.5670 0.13
N -0.781 0.188 -1.884 0.9311 -2.1842 -2.7903 -0.61
O -2.147 -1.674 1.833 -0.1008 -0.0467 0.2143 -0.96
O -1.108 0.429 2.465 -0.2629 -0.0464 -0.2171 -0.95
O -2.057 0.152 -0.083 -0.7501 0.3601 0.7059 -0.71
O 2.159 1.075 0.112 0.0048 -0.4998 1.8336 -0.34
S -2.282 -0.229 1.928 0.0088 -0.0183 0.3992 1.76
H 1.361 -1.795 -0.290 -0.1660 -0.5519 -0.5762 0.23
H 0.365 -3.259 -0.786 0.6926 0.6978 -0.8285 0.23
H 0.726 -1.762 -1.992 0.0447 -1.5569 1.3926 0.19
H 2.545 0.860 3.073 0.6136 0.0644 1.0296 0.22
H 1.948 2.317 2.250 -0.0812 2.3371 -0.3516 0.21
H 0.868 0.842 2.606 1.4416 1.1198 -0.2758 0.31
H 0.208 1.861 -2.403 -0.7288 0.1897 -0.1227 0.20
H -0.963 1.939 -1.015 -0.3548 0.3544 -3.0337 0.24
H -1.540 1.994 -2.956 0.5647 -0.8601 1.4385 0.21
H -1.075 -1.782 0.451 0.7017 -1.0707 -0.4328 0.44
H -0.185 -0.377 -2.516 -0.8193 0.8063 0.7804 0.38
```
Positions in Å, forces in eV/Å.

Values from the calculation:
- energy above the lowest of the compared OMol25 structures with the same formula, charge and spin (kcal/mol) = 30.8
- 2S+1 = 1
- calculated total energy (Eh) = -1022.3083
- molar mass (g/mol) = 197.2
- HOMO level (eV) = -9.179
- Kohn-Sham gap (eV) = 9.416